1.
23
Properties=species:S:1:pos:R:3 method="wB97M-V/def2-TZVPD" charge=0 largest_force_ha_per_bohr=0.02013 smiles="C=Cc1cc[nH]c1C.O.O" e_lumo_ev=0.7 relative_energy_ev=1.583 e_tot_ha=-479.7384
C 1.79 0.59 -0.52
C 1.56 1.93 -0.44
N 0.47 2.13 0.39
C -0.01 0.92 0.82
C 0.79 -0.06 0.26
C 0.67 -1.51 0.44
C 0.66 -2.38 -0.56
C -1.21 0.83 1.68
H 2.56 0.05 -1.05
H 2.10 2.77 -0.84
H 0.03 3.02 0.59
H 0.65 -1.85 1.48
H 0.77 -2.05 -1.59
H 0.65 -3.45 -0.44
H -2.14 1.07 1.16
H -1.15 1.42 2.59
H -1.34 -0.19 2.04
H -1.85 -2.98 0.73
H -1.86 -1.72 -0.06
O -2.30 -2.13 0.69
H -0.23 0.87 -1.97
H -1.28 -0.23 -1.73
O -0.93 0.36 -2.42

---

2.
23
Properties=species:S:1:pos:R:3 method="wB97M-V/def2-TZVPD" charge=0 largest_force_ha_per_bohr=0.08424 e_lumo_ev=0.2 relative_energy_ev=2.989 e_tot_ha=-479.6867
C -1.20 0.16 0.13
C 0.42 0.34 1.14
C -1.95 1.46 0.26
C 1.11 -0.87 1.74
C 0.41 -0.91 -1.10
N -1.89 -0.95 0.57
C 1.56 -0.39 -1.87
C 1.60 0.78 -2.49
O -0.69 0.02 -1.15
O 0.25 -2.08 -0.81
H -1.43 -1.83 0.38
H -2.21 -0.89 1.52
H 1.12 1.07 0.74
H -0.11 0.87 1.94
H 2.31 -1.14 -2.06
H -2.76 1.47 -0.46
H -2.36 1.58 1.27
H -1.28 2.29 0.03
H 1.54 -0.63 2.72
H 1.92 -1.22 1.11
H 0.40 -1.69 1.90
H 0.84 1.53 -2.32
H 2.39 1.01 -3.19

---

3.
23
Properties=species:S:1:pos:R:3 method="wB97M-V/def2-TZVPD" charge=0 largest_force_ha_per_bohr=0.09771 smiles="CC(=O)C(C)=O.C/C=C/N" e_lumo_ev=0.4 relative_energy_ev=3.406 e_tot_ha=-479.6714
C 0.29 0.63 1.43
C -0.24 -0.62 1.13
C -0.57 1.84 -0.96
C -1.69 -0.93 1.25
C 0.92 -1.65 -1.68
C 0.44 0.77 -0.62
C -0.16 -0.67 -1.29
N 1.60 0.81 1.88
O 1.66 0.88 -0.78
O -1.31 -0.77 -1.66
H -0.40 1.40 1.76
H 0.45 -1.45 1.03
H 1.85 1.78 1.97
H 2.27 0.36 1.26
H -1.57 1.55 -0.65
H -0.59 1.98 -2.05
H -0.27 2.78 -0.50
H -1.87 -1.41 2.21
H -2.30 -0.03 1.18
H -2.03 -1.60 0.46
H 1.21 -1.45 -2.71
H 1.80 -1.53 -1.06
H 0.52 -2.66 -1.62

---

4.
22
Properties=species:S:1:pos:R:3 method="wB97M-V/def2-TZVPD" charge=+1 largest_force_ha_per_bohr=0.11584 smiles="CCCP1=CC=CC=1[NH3+]" e_lumo_ev=-3.9 relative_energy_ev=0.595 e_tot_ha=-670.2802
C -2.96 -0.29 -0.64
C -2.33 0.93 -0.25
C -2.33 -1.37 -0.09
C -1.28 0.74 0.58
C 3.04 -0.44 -0.55
C 0.63 -0.97 -0.28
C 1.87 -0.47 0.46
N -0.37 1.83 0.86
P -0.90 -1.06 0.87
H -3.87 -0.41 -1.12
H -2.78 1.82 -0.58
H -2.74 -2.34 -0.15
H 3.87 0.06 0.02
H 2.67 0.15 -1.42
H 3.29 -1.32 -0.94
H 0.57 -2.03 -0.69
H 0.18 -0.29 -1.01
H 1.79 0.43 0.92
H 2.13 -1.26 1.13
H 0.56 1.34 0.95
H -0.50 2.36 1.84
H -0.55 2.58 0.09

---

5.
22
Properties=species:S:1:pos:R:3 method="wB97M-V/def2-TZVPD" charge=0 largest_force_ha_per_bohr=0.12862 e_lumo_ev="0.0 / 0.4" relative_energy_ev=4.712 e_tot_ha=-727.2860
C -1.07 1.76 0.83
C -0.68 -1.05 1.61
C -0.65 0.01 -0.70
C 0.13 -0.90 0.38
C 0.33 -2.34 -0.22
C 1.50 -0.33 0.59
C -0.13 2.29 -1.38
N -0.76 1.39 -0.38
S -1.47 3.14 1.54
H -0.35 -1.21 2.64
H -1.67 -1.27 1.33
H -0.12 -0.10 -1.72
H -1.61 -0.48 -0.68
H 1.30 -2.31 -0.90
H -0.51 -2.59 -0.89
H 0.29 -3.16 0.44
H 1.94 -0.54 1.63
H 1.30 0.85 0.74
H 2.27 -0.46 -0.07
H -0.35 1.94 -2.36
H -0.63 3.31 -1.24
H 0.94 2.05 -1.18

---

6.
22
Properties=species:S:1:pos:R:3 method="wB97M-V/def2-TZVPD" charge=0 largest_force_ha_per_bohr=0.09453 smiles="CC=C(C)C.CN=C=S" e_lumo_ev=0.7 relative_energy_ev=2.071 e_tot_ha=-727.3830
C 0.17 2.22 1.10
C -1.04 -0.86 0.19
C 0.26 -0.97 -0.08
C -1.67 -1.65 1.26
C 0.89 -0.24 -1.22
C 1.20 -1.87 0.60
C -0.07 2.92 -1.38
N 0.05 2.47 -0.08
S 0.42 1.60 2.51
H -1.75 -0.25 -0.44
H -1.84 -2.61 0.89
H -2.65 -1.22 1.65
H -1.04 -1.87 2.09
H 1.58 0.52 -0.84
H 0.20 0.31 -1.72
H 1.39 -1.01 -1.78
H 1.17 -1.55 1.58
H 2.17 -2.03 0.26
H 0.95 -2.93 0.74
H -0.59 2.10 -1.98
H -0.71 3.76 -1.45
H 0.92 3.15 -1.88